{
  "formula": "C44H70As5F30N6O6",
  "method": "ωB97M-V/def2-TZVPD",
  "symbols": ["C", "N", "C", "C", "C", "C", "C", "C", "C", "C", "N", "C", "C", "C", "H", "H", "H", "H", "H", "H", "H", "H", "H", "H", "H", "H", "H", "H", "C", "N", "C", "C", "C", "C", "C", "C", "C", "C", "N", "C", "C", "C", "H", "H", "H", "H", "H", "H", "H", "H", "H", "H", "H", "H", "H", "H", "C", "C", "C", "C", "N", "C", "C", "C", "C", "C", "H", "H", "H", "H", "H", "H", "H", "H", "H", "H", "H", "H", "H", "H", "H", "H", "H", "H", "H", "H", "C", "C", "C", "C", "N", "C", "C", "C", "C", "C", "H", "H", "H", "H", "H", "H", "H", "H", "H", "H", "H", "H", "H", "H", "H", "H", "H", "H", "H", "H", "As", "F", "F", "F", "F", "F", "F", "As", "F", "F", "F", "F", "F", "F", "As", "F", "F", "F", "F", "F", "F", "As", "F", "F", "F", "F", "F", "F", "As", "F", "F", "F", "F", "F", "F", "O", "C", "O", "O", "H", "O", "C", "O", "O", "H"],
  "xyz": [[1.7750, -5.6700, -5.1383], [2.2602, -4.5157, -5.8685], [1.5281, -3.3920, -5.7989], [2.0280, -2.1614, -6.2438], [3.2776, -2.1350, -6.8611], [3.9492, -3.3458, -6.9622], [3.4442, -4.5363, -6.4263], [3.9904, -0.9352, -7.3304], [4.5066, -0.9378, -8.6579], [5.2431, 0.1831, -9.1033], [5.3539, 1.3071, -8.4142], [4.8976, 1.3034, -7.0936], [4.1351, 0.2232, -6.5259], [6.1867, 2.3554, -9.0560], [1.0280, -6.1615, -5.7615], [1.1781, -5.3199, -4.2962], [2.6122, -6.2631, -4.7702], [0.6351, -3.4661, -5.1960], [1.3842, -1.2944, -6.2246], [4.9666, -3.2781, -7.3183], [4.0478, -5.4250, -6.5367], [4.3585, -1.7177, -9.3902], [5.8296, 0.1970, -10.0101], [5.3210, 2.1466, -6.5681], [3.8694, 0.2149, -5.4791], [6.3514, 3.2220, -8.4157], [5.4936, 2.7034, -9.8220], [7.0771, 1.8448, -9.4227], [-8.0151, 4.2585, -5.2833], [-8.2639, 3.0929, -4.4093], [-7.8846, 3.1060, -3.0856], [-8.1305, 2.0141, -2.3105], [-8.6319, 0.8533, -2.8565], [-9.1413, 0.9355, -4.1611], [-8.9928, 2.0907, -4.9514], [-8.7836, -0.4920, -2.1422], [-10.0860, -1.0221, -1.9928], [-10.2222, -2.1237, -1.1645], [-9.1461, -2.6026, -0.5022], [-7.9169, -2.1523, -0.6094], [-7.7349, -1.0677, -1.4595], [-9.3343, -3.9142, 0.1936], [-7.0172, 4.5896, -4.9960], [-8.7238, 5.0487, -5.0353], [-8.1891, 3.9825, -6.3234], [-7.5341, 4.0586, -2.7168], [-7.7315, 2.0984, -1.3105], [-9.5504, 0.0885, -4.6920], [-9.3969, 2.2286, -5.9434], [-11.0225, -0.8983, -2.5164], [-11.1824, -2.5902, -1.0011], [-7.1132, -2.6330, -0.0714], [-6.7180, -0.7137, -1.3759], [-9.4195, -4.7604, -0.4882], [-10.2568, -4.0329, 0.7620], [-8.6525, -3.8658, 1.0426], [6.0211, 9.1091, 1.1172], [6.6443, 9.1251, 2.5101], [6.4978, 7.7938, 3.1618], [7.2855, 6.6644, 2.4675], [7.2180, 5.2146, 3.0329], [5.9926, 4.4346, 2.5696], [6.6009, 3.1854, 1.8671], [7.9557, 2.8990, 2.4531], [8.4886, 4.3184, 2.5918], [7.2195, 5.2330, 4.6157], [6.6927, 8.7276, 0.3481], [5.8010, 10.1196, 0.7730], [5.1200, 8.5033, 1.0211], [6.0768, 9.8227, 3.1261], [7.6828, 9.4439, 2.4209], [5.4460, 7.5152, 3.0976], [6.9226, 7.8284, 4.1650], [8.3272, 6.9565, 2.3353], [7.0959, 6.5464, 1.4006], [5.4342, 4.1284, 3.4543], [5.3463, 5.0415, 1.9356], [5.9386, 2.3512, 2.0988], [6.5998, 3.3974, 0.7979], [7.8912, 2.4999, 3.4653], [8.4833, 2.2721, 1.7342], [9.2766, 4.5065, 3.3210], [8.8076, 4.7139, 1.6275], [8.1002, 5.8358, 4.8372], [7.4465, 4.1907, 4.8401], [6.2795, 5.5908, 5.0356], [-3.6558, -2.8760, 6.3343], [-2.5150, -2.0604, 5.7691], [-2.0088, -2.5291, 4.4345], [-0.5911, -2.0240, 4.1575], [-0.1732, -2.0566, 2.6425], [1.1434, -1.2905, 2.3821], [1.0992, -0.7798, 0.9969], [-0.3585, -0.6791, 0.6575], [-1.2024, -1.1923, 1.8537], [-0.1063, -3.4479, 2.0170], [-4.0176, -2.5880, 7.3214], [-3.4886, -3.9525, 6.3688], [-4.5292, -2.5579, 5.7649], [-1.6963, -2.0488, 6.4886], [-2.7516, -1.0039, 5.6432], [-2.8258, -2.2032, 3.7906], [-2.0218, -3.6190, 4.4340], [0.1313, -2.5445, 4.7863], [-0.4989, -1.0195, 4.5706], [2.0298, -1.9148, 2.4946], [1.2623, -0.5039, 3.1272], [1.6937, -1.3899, 0.3169], [1.4626, 0.2448, 1.0766], [-0.4780, -1.3796, -0.1690], [-0.5789, 0.3247, 0.2943], [-2.0710, -1.8333, 1.7023], [-1.6552, -0.5181, 2.5807], [-1.0469, -3.9336, 2.2769], [0.7405, -3.9096, 2.5246], [-0.0292, -3.4873, 0.9304], [6.3735, -4.3552, -1.7025], [6.8931, -5.7617, -0.7250], [6.1593, -3.4974, -0.1665], [6.0141, -2.9266, -2.6468], [6.7077, -5.3407, -3.1291], [4.6103, -4.8937, -1.6550], [8.1427, -3.8947, -1.7083], [-2.2532, -9.8668, 9.1510], [-3.7811, -9.1520, 8.5650], [-3.1197, -10.8019, 10.2937], [-0.6944, -10.5906, 9.6494], [-1.2732, -8.9341, 8.0148], [-2.1896, -8.4732, 10.3086], [-2.4863, -11.1972, 7.9881], [-2.9354, 2.0367, -5.7829], [-3.5801, 3.0589, -4.4745], [-1.3021, 2.6324, -5.2989], [-2.2561, 1.0916, -7.1875], [-4.4743, 1.2561, -6.0126], [-3.3545, 3.4569, -6.8465], [-2.5867, 0.7110, -4.6712], [0.1475, 5.8840, 3.3122], [1.0214, 5.5883, 1.7940], [1.7185, 5.8024, 4.1991], [-0.7185, 6.2349, 4.9232], [-1.3783, 5.9711, 2.4270], [-0.0531, 4.0939, 3.7303], [0.2978, 7.7413, 3.1472], [-8.1004, 1.7223, 4.3384], [-9.4075, 2.4095, 5.3405], [-8.9395, 0.1507, 3.9116], [-6.7570, 1.1378, 3.4243], [-7.1575, 3.2448, 4.6586], [-7.3902, 1.1357, 5.8862], [-8.8253, 2.3572, 2.8123], [-4.1665, -6.0368, 0.5986], [-3.6593, -6.2077, -0.5506], [-3.4255, -5.2907, -1.3805], [-3.2506, -7.3601, -0.6338], [-4.2859, -6.9849, 0.6911], [3.9419, -3.8574, 5.1306], [4.8005, -2.9057, 5.5007], [4.6460, -1.6377, 5.4207], [5.7208, -3.4229, 6.1100], [4.7146, -4.2462, 5.5470]],
  "forces_ev_per_angstrom": [[-1.16, -0.60, 0.55], [-0.50, 0.43, 0.81], [0.69, 1.45, 0.33], [-0.69, -0.79, -0.52], [-0.12, -0.96, 0.63], [0.39, -0.10, 0.42], [1.70, 1.54, -1.72], [-0.44, 1.11, -1.21], [0.69, 1.84, 0.62], [-0.93, -1.55, -0.21], [-0.15, -1.29, 3.14], [-0.15, -0.77, -0.72], [2.14, 0.80, -2.07], [-1.26, 0.20, 0.21], [0.47, -0.58, -0.11], [0.38, 0.04, 0.21], [-0.28, -0.13, -0.27], [-0.26, 0.07, -0.30], [-0.02, 0.11, 0.37], [0.05, -0.60, -0.18], [-0.35, -0.31, 0.53], [0.05, -0.34, 0.37], [-0.49, -0.32, -0.41], [-0.70, 0.11, 0.48], [-0.10, 0.25, 0.00], [0.29, -0.45, 0.24], [0.67, 0.17, -0.52], [-0.01, 0.60, -0.02], [0.03, 0.44, 0.93], [-1.06, 0.10, -0.02], [-1.14, 0.29, -2.15], [1.37, 0.02, 1.01], [-0.99, -1.39, -1.29], [0.25, 0.60, -1.12], [0.99, -0.79, 2.44], [-0.74, 1.88, 0.13], [0.34, -2.08, 0.47], [0.99, 1.16, -0.26], [-1.98, -2.71, 0.48], [-0.30, 1.00, -1.12], [0.90, -0.09, 1.16], [-0.59, 0.36, 1.56], [0.08, 0.12, -0.83], [-0.03, -0.02, 0.12], [0.62, -0.01, 0.20], [0.46, -0.16, 0.02], [-0.31, -0.32, 0.35], [-0.24, -0.21, 0.35], [0.24, -0.16, -0.02], [0.31, 1.34, -0.39], [0.18, -0.21, 0.12], [-0.03, -0.09, 0.08], [0.01, 0.61, -0.78], [1.19, 0.18, -0.09], [-0.57, 1.03, -0.34], [0.70, -0.97, -0.61], [0.21, 0.38, -0.80], [-0.49, 0.26, -0.99], [0.62, -2.15, 0.11], [0.81, -0.54, -1.12], [0.40, 0.59, 1.28], [0.85, -0.76, 0.06], [-2.12, 0.18, 0.40], [-0.12, 1.51, 0.25], [-0.59, 1.20, -0.15], [1.07, -0.36, -2.19], [0.29, -0.19, 0.09], [-0.20, 0.02, 0.12], [-0.18, 0.13, 0.36], [0.28, 0.18, 0.04], [0.05, 0.12, 0.29], [-0.14, 0.05, 0.73], [-0.65, 0.07, 0.31], [0.46, -0.17, 1.01], [-0.98, -0.10, -0.03], [-0.01, 0.17, -0.08], [0.20, 0.01, 0.07], [-0.11, -0.07, -0.53], [0.31, -0.37, -0.05], [-0.04, -0.66, -0.32], [0.45, 0.03, 0.55], [-0.14, -0.08, 0.02], [-0.09, 0.12, 0.00], [-0.31, 0.11, 0.48], [-0.36, 0.17, 0.50], [0.19, -0.03, -0.25], [-1.09, 0.79, -0.13], [1.23, 0.49, 1.53], [-0.21, -0.95, -0.24], [-0.18, -0.24, -0.35], [-0.21, 1.41, -0.14], [0.59, -1.19, 1.56], [0.26, 1.26, 0.43], [-1.35, -0.68, -0.94], [0.62, -0.68, 0.81], [-0.29, 0.28, 1.59], [0.75, 0.20, 0.31], [-0.03, 0.09, -0.38], [-0.31, -0.87, -0.50], [0.26, -0.15, 0.15], [-0.43, 0.09, 0.25], [0.50, 0.01, -0.85], [0.06, -0.12, -0.18], [0.14, -0.61, -0.53], [0.02, 0.49, -0.90], [-0.35, -0.48, 0.53], [-0.49, -0.05, 0.03], [-0.14, 0.22, -0.06], [0.60, -0.17, -0.50], [-0.68, 0.19, -0.17], [-0.52, -0.19, 0.24], [0.34, -0.25, -0.95], [0.78, 0.84, -0.23], [0.17, -0.17, 0.06], [-0.13, -0.36, -0.31], [0.25, 0.64, 0.16], [1.74, -1.66, 2.71], [-0.91, 0.90, -0.92], [-0.18, -0.20, -1.54], [-0.30, -0.47, -0.02], [-0.79, 0.75, 0.07], [2.07, 0.83, -0.56], [-1.83, 0.02, -0.29], [0.56, 1.03, -0.85], [0.98, -0.41, 0.14], [-0.08, -0.16, 0.59], [-1.27, 0.48, 0.18], [-0.91, -0.36, 0.32], [0.33, -1.49, -0.81], [0.34, 0.87, 0.46], [1.30, 0.65, 0.56], [0.01, -0.90, -0.61], [-1.29, -0.19, -1.27], [-0.62, 1.27, 1.44], [-0.12, 0.59, -0.39], [0.71, -1.89, 0.72], [-0.14, 0.41, -0.51], [-0.77, 0.69, 2.67], [-0.58, 0.14, 1.06], [-1.16, 0.32, -0.94], [1.19, -0.49, -2.32], [1.20, -0.33, 0.63], [0.24, 2.27, -1.17], [0.18, -2.59, -0.08], [0.29, 1.09, 1.48], [0.54, -0.91, -1.36], [0.54, 1.55, 0.97], [0.12, -0.16, -0.10], [-1.22, -1.35, -0.85], [-0.82, -0.21, -1.73], [0.44, -0.17, 1.21], [-3.91, 2.83, 4.48], [4.23, 1.16, -4.94], [-1.03, 0.75, 0.49], [0.82, -3.67, -1.91], [-0.19, -0.77, 1.72], [-2.71, 0.85, -2.11], [-1.02, 8.07, 0.60], [-0.84, -1.69, -1.17], [3.94, -1.34, 1.72], [0.49, -5.64, 0.75]],
  "total_charge": -1,
  "lumo_energy_ev": -3.647,
  "homo_energy_ev": -4.10,
  "homo_lumo_gap_ev": 0.452
}